[1]
This record from the OMol25 dataset describes a structure of composition C8H18Cl2FeO3PS in a non-equilibrium geometry. The level of theory is ωB97M-V/def2-TZVPD.

```
34
Properties=species:S:1:pos:R:3:forces:R:3
C -1.151 4.560 2.510 0.13 0.48 -0.07
C -0.575 3.302 1.996 2.10 0.41 -0.39
H -0.422 5.367 2.464 0.05 -0.09 -0.03
H -1.496 4.423 3.537 0.05 -0.09 -0.04
H -2.031 4.823 1.912 0.07 -0.07 0.03
O 0.519 3.032 1.543 -2.55 -0.24 0.67
Cl -1.811 1.979 2.135 -0.24 0.08 0.27
Fe -0.379 0.459 1.100 0.20 -1.89 0.28
P -0.485 0.079 -2.109 -1.31 0.38 -3.20
C 0.566 0.223 -3.616 0.69 -0.21 0.72
C -1.752 -1.051 -2.742 -0.33 -0.66 0.79
H -1.927 1.791 -1.191 0.03 0.07 -0.40
H -1.692 1.971 -2.974 0.11 -0.15 0.13
H -0.402 2.477 -1.828 -0.23 -0.13 -0.17
C -1.204 1.748 -2.018 0.24 0.13 1.18
H -2.516 -1.200 -1.970 0.15 0.02 -0.52
H -2.190 -0.636 -3.656 0.20 0.10 0.08
H -0.082 0.554 -4.454 0.33 -0.18 0.52
H 0.992 -0.780 -3.824 -0.13 0.67 -0.08
H -1.293 -2.022 -2.965 -0.08 0.21 -0.03
H 1.373 0.956 -3.423 -0.32 -0.40 -0.38
C 1.467 -0.369 -0.712 3.85 -1.03 -0.14
O 2.495 -0.814 -0.992 -3.43 1.26 0.58
Cl -2.223 -0.679 0.374 0.89 0.37 0.29
C 1.377 -3.634 0.896 0.13 0.73 -0.30
S 0.674 -2.562 2.177 0.06 -1.07 0.56
C 2.000 -2.810 3.369 -0.02 0.34 -0.20
O 0.864 -1.106 1.734 -0.08 1.09 -0.59
H 1.392 -4.666 1.255 -0.17 0.19 0.07
H 2.400 -3.291 0.699 -0.21 -0.14 -0.02
H 0.761 -3.550 -0.006 0.09 -0.10 0.26
H 2.930 -2.436 2.921 -0.25 -0.06 0.18
H 1.739 -2.264 4.274 0.08 -0.04 -0.06
H 2.081 -3.876 3.580 -0.09 -0.01 0.01
```
Forces are in eV/Å.

Values from the calculation:
multiplicity: 6
lowest unoccupied orbital energy (spin up / spin down): -7.0 / -9.4 eV
calculated total energy: -3464.35354 hartree
highest occupied orbital energy (spin up / spin down): -0.59200 / -0.60625 Eh
net charge: +2
HOMO-LUMO gap (spin up / spin down): 9.15 / 7.07 eV



[2]
This record from the OMol25 dataset describes a cluster of 5 separate species, C8H18Cl2O10 in total in a non-equilibrium geometry. The level of theory is ωB97M-V/def2-TZVPD.

```
38
Properties=species:S:1:pos:R:3:forces:R:3
O 1.176 1.075 -0.036 1.91 0.64 1.09
C 0.043 0.368 0.036 -5.88 -2.27 -3.60
O -0.647 0.194 -0.947 0.50 1.33 -3.56
O -0.404 -0.133 1.063 2.08 -0.17 5.50
H 1.326 0.828 0.879 1.56 0.65 0.75
O -2.680 -4.255 -2.731 -2.20 -4.46 1.87
C -2.293 -3.015 -2.670 2.44 4.44 0.72
O -1.907 -2.631 -3.758 0.77 1.23 -4.72
O -2.131 -2.305 -1.664 -1.31 -1.73 1.68
H -2.451 -4.441 -3.645 -0.07 -0.14 -0.27
C -0.410 3.780 -2.523 -0.18 -0.03 -1.62
C 0.770 3.166 -3.307 1.03 -0.57 1.34
O 1.058 1.909 -2.739 0.11 -0.39 -1.13
O -1.462 2.861 -2.692 -0.35 -0.18 0.10
H -0.780 4.696 -2.984 0.53 0.73 -0.14
H -0.191 3.992 -1.476 0.36 -0.30 0.15
H 1.721 3.699 -3.299 -0.07 1.15 0.42
H 0.651 3.017 -4.380 -1.03 -0.10 0.06
H 1.523 1.968 -1.902 -0.34 0.04 0.37
H -2.259 3.253 -2.327 -0.04 -0.23 0.15
C 0.385 -3.866 0.226 -1.29 1.69 0.68
C -0.701 -4.230 1.247 -0.27 0.92 0.02
O -2.002 -3.697 0.963 0.86 -1.14 0.43
O 0.010 -4.003 -1.098 1.13 -2.35 -0.37
H 1.246 -4.431 0.584 0.51 -0.22 -0.76
H 0.555 -2.794 0.325 0.43 0.19 0.72
H -0.391 -3.760 2.181 0.11 -0.17 0.28
H -0.746 -5.312 1.375 -0.08 -0.35 0.08
H -2.357 -4.386 0.397 -0.51 0.54 -0.60
H -0.640 -3.324 -1.292 -0.92 1.05 -0.06
Cl 2.084 4.547 3.453 0.36 -0.40 0.64
C 2.146 3.299 4.755 -0.98 0.93 1.42
C 1.300 2.084 4.475 0.10 0.53 1.79
Cl 1.755 1.502 2.984 0.75 -1.60 -2.46
H 1.746 3.771 5.653 -0.23 0.37 -0.05
H 3.134 3.001 5.105 0.35 0.15 -1.06
H 0.216 2.194 4.520 0.11 0.42 0.01
H 1.609 1.380 5.247 -0.27 -0.22 0.12
```
Forces are in eV/Å.

Values from the calculation:
lowest unoccupied orbital energy: 4.1 eV
calculated total energy: -1988.30300 hartree
highest occupied orbital energy: 0.00169 Eh
net charge: -2
HOMO-LUMO gap: 4.01 eV



[3]
This record from the OMol25 dataset describes a structure of composition C8H18ClF5NO9S2V in a non-equilibrium geometry. The level of theory is ωB97M-V/def2-TZVPD.

```
45
Properties=species:S:1:pos:R:3:forces:R:3
O -1.291 1.233 0.789 0.66 0.00 0.26
V 0.142 0.502 0.914 -1.28 -0.33 -2.25
C -0.776 -1.802 -1.771 3.28 1.20 3.91
O 0.377 -2.520 -2.325 -0.56 -0.40 -0.91
O -0.199 -1.027 -0.717 -1.67 -0.55 -2.74
C -1.644 -1.100 -2.880 1.77 1.20 0.91
F -2.500 -0.207 -2.390 0.54 1.10 0.48
F -0.912 -0.530 -3.916 -0.09 0.21 1.05
F -2.425 -1.921 -3.491 -1.58 -2.99 -1.59
C 0.117 -3.614 -3.198 0.72 0.86 -0.58
C 1.365 -4.460 -3.405 0.50 -0.31 0.61
H 1.699 -4.958 -2.494 -0.27 -0.09 0.21
H 1.195 -5.231 -4.157 -0.22 -0.09 -0.07
H 2.258 -3.921 -3.721 -0.28 0.52 -0.15
H -0.109 -3.225 -4.190 -0.42 0.15 -0.31
H -0.724 -4.249 -2.916 -0.17 0.00 0.47
H -1.326 -2.595 -1.265 -1.10 -0.07 -0.45
N -0.355 -0.478 2.683 -3.82 -2.28 1.56
S 0.423 -1.100 3.891 5.00 1.46 3.65
O 1.043 -2.357 3.625 -0.36 -0.57 0.44
O 0.044 -0.747 5.277 0.24 -0.82 -2.28
F 1.643 -0.091 3.680 0.47 0.27 0.31
S -1.726 -1.451 3.120 -4.30 -1.38 -3.77
O -2.463 -1.126 4.316 0.76 0.50 -0.49
O -1.781 -2.874 2.736 1.07 2.32 0.65
F -2.671 -0.817 1.936 0.78 -0.38 1.15
Cl 2.685 -0.018 0.676 -0.25 0.45 0.06
C 0.680 3.327 -2.955 -0.31 0.63 0.52
C 0.972 2.121 -2.087 0.13 0.27 -1.01
O 0.668 2.403 -0.727 -0.09 -0.28 -0.99
H -0.382 3.557 -2.875 -0.26 -0.32 -0.29
H 0.950 3.132 -3.993 0.09 0.27 0.00
H 1.110 4.242 -2.549 0.72 0.18 -0.30
H 2.002 1.777 -2.187 0.14 -0.01 0.09
H 0.350 1.392 -2.606 -0.21 -0.76 1.30
H 1.033 3.282 -0.597 0.00 0.07 0.40
C -0.859 2.699 3.825 0.98 -0.84 -0.46
C 0.549 3.023 3.221 -1.63 1.03 0.90
O 0.862 2.292 2.071 0.50 -0.03 0.15
H -0.954 1.650 4.106 0.52 -0.11 0.18
H -1.680 2.768 3.111 0.19 0.70 -0.15
H -0.998 3.266 4.745 -0.14 0.28 -0.18
H 1.330 3.016 3.982 0.12 -0.92 0.26
H 0.582 4.073 2.932 -0.48 0.49 -0.14
H 1.696 2.664 1.775 0.31 -0.65 -0.41
```
Forces are in eV/Å.

Values from the calculation:
multiplicity: 3
lowest unoccupied orbital energy (spin up / spin down): 4.6 / 4.6 eV
calculated total energy: -3747.42080 hartree
highest occupied orbital energy (spin up / spin down): 0.00161 / -0.08532 Eh
net charge: -2
HOMO-LUMO gap (spin up / spin down): 4.59 / 6.94 eV



[4]
This record from the OMol25 dataset describes a structure of composition C8H18CoO9 in a non-equilibrium geometry. The level of theory is ωB97M-V/def2-TZVPD.

```
36
Properties=species:S:1:pos:R:3:forces:R:3
Co -0.062 -1.384 -0.679 0.05 0.09 -2.15
C -1.378 -0.990 -3.712 1.54 -1.61 1.05
O -0.515 -0.247 -3.225 3.83 4.99 1.66
O -1.780 -1.821 -2.859 -2.99 -3.63 3.01
O -1.599 -1.077 -4.912 -1.62 0.26 -3.52
C 3.165 -2.153 -0.297 1.22 1.44 -0.74
O 4.362 -2.334 -0.182 2.09 -1.12 0.67
O 2.393 -2.731 -1.068 -2.34 -2.63 -1.80
O 2.578 -1.159 0.184 -1.99 2.41 2.12
C -0.269 2.179 2.650 0.41 -0.75 -0.03
C -1.235 0.992 2.453 0.32 0.79 -0.19
O -1.329 0.732 1.049 -0.04 -0.58 0.88
H 0.694 1.949 2.195 -0.04 -0.39 -0.19
H -0.008 2.361 3.692 -0.47 0.33 0.16
H -0.584 3.068 2.104 -0.37 0.14 0.38
H -2.225 1.155 2.880 -0.32 0.59 -0.10
H -0.936 0.115 3.027 0.64 -0.26 -0.63
H -1.783 1.491 0.677 0.02 -0.07 -0.39
C 1.065 5.969 -2.195 -1.17 -0.76 -0.11
C 0.147 4.732 -2.116 -0.21 0.19 -0.30
O 0.785 3.604 -1.626 0.89 -0.40 0.74
H 1.236 6.436 -1.225 0.29 -0.30 0.07
H 0.454 6.672 -2.760 0.39 0.34 -0.29
H 1.984 5.695 -2.713 0.00 0.28 0.08
H -0.238 4.455 -3.097 -0.04 0.54 -0.36
H -0.725 4.942 -1.498 -0.27 0.39 0.17
H 0.368 2.830 -2.010 0.07 -0.48 -0.04
C 0.099 -5.680 2.077 0.94 0.01 -0.63
C -0.859 -4.931 1.191 -1.06 0.14 0.14
O -0.953 -3.551 1.441 0.46 1.04 0.40
H 1.107 -5.418 1.753 0.20 0.05 0.35
H -0.005 -6.750 1.900 -0.11 -0.11 0.11
H -0.017 -5.466 3.139 -0.13 0.06 -0.02
H -1.858 -5.314 1.397 -0.25 -0.51 -0.59
H -0.609 -4.957 0.131 -0.01 -0.58 0.09
H -1.471 -3.416 2.238 0.05 0.11 0.01
```
Forces are in eV/Å.

Values from the calculation:
multiplicity: 4
lowest unoccupied orbital energy (spin up / spin down): 4.4 / 4.4 eV
calculated total energy: -2375.35854 hartree
highest occupied orbital energy (spin up / spin down): 0.04448 / 0.04483 Eh
net charge: -2
HOMO-LUMO gap (spin up / spin down): 3.23 / 3.22 eV



[5]
This record from the OMol25 dataset describes a cluster of 2 separate species, C8H18F4NO8P3 in total in a non-equilibrium geometry. The level of theory is ωB97M-V/def2-TZVPD.

```
42
Properties=species:S:1:pos:R:3:forces:R:3
C 2.222 -3.240 -0.812 0.13 0.22 -0.15
C 1.990 -1.717 -0.856 -0.10 0.09 0.16
P 1.868 -1.134 -2.590 0.77 -1.49 -1.65
C 2.759 0.472 -2.773 -0.22 0.33 0.83
C 3.269 1.174 -1.515 0.08 0.53 -0.24
O 0.244 -0.931 -3.047 0.27 0.62 1.44
P -0.833 -0.132 -2.176 -0.39 1.15 -1.59
O -1.936 0.346 -3.003 -0.06 -0.47 0.22
O -1.275 -1.198 -1.016 0.34 0.19 -0.16
C -2.426 -1.922 -1.146 0.30 -0.22 0.76
F -2.536 -2.477 -2.352 0.03 -0.08 -0.48
F -3.497 -1.156 -0.929 -0.48 0.26 -0.15
C -2.449 -3.028 -0.056 -0.31 -0.32 -0.18
F -1.206 -3.367 0.322 0.14 0.04 0.13
F -3.025 -4.140 -0.586 -0.06 -0.09 -0.08
O -0.020 1.004 -1.462 -0.38 -1.29 0.80
P -0.299 1.555 0.139 0.34 2.64 2.13
N 0.112 3.032 0.235 0.36 -0.25 -1.14
O -1.807 1.300 0.468 0.15 -0.98 -1.55
O 0.619 0.626 1.019 -0.02 -1.00 -1.16
H 3.060 -3.466 -0.154 -0.09 -0.09 0.18
H 2.506 -3.593 -1.803 -0.09 -0.17 -0.03
H 1.344 -3.781 -0.471 -0.05 -0.04 -0.03
H 1.168 -1.420 -0.216 -0.06 0.14 0.06
H 2.875 -1.229 -0.450 -0.04 0.21 -0.02
H 2.151 1.155 -3.368 -0.16 -0.05 -0.01
H 3.625 0.216 -3.385 -0.08 -0.15 -0.15
H 3.883 2.023 -1.826 0.06 0.04 0.04
H 3.913 0.542 -0.907 -0.05 -0.12 0.04
H 2.479 1.585 -0.893 -0.12 -0.16 0.11
H -3.070 -2.732 0.787 0.30 0.24 0.23
H 0.414 3.388 -0.665 -0.05 0.23 0.07
H -1.956 0.431 0.868 -0.23 0.43 0.85
H 0.153 -0.111 1.445 -0.17 0.48 0.83
O -2.527 3.921 5.344 -0.06 0.11 -0.08
C -2.130 3.453 4.129 0.14 -0.32 0.04
C -1.448 2.035 4.167 -0.28 0.29 0.24
O -1.028 1.548 2.952 0.07 -0.90 -0.19
H -1.391 4.100 3.588 0.05 0.07 0.10
H -2.956 3.336 3.370 -0.09 -0.01 0.09
H -2.200 1.394 4.692 0.00 -0.07 -0.15
H -0.635 2.140 4.931 0.12 -0.02 -0.15
```
Forces are in eV/Å.

Values from the calculation:
lowest unoccupied orbital energy: 4.3 eV
calculated total energy: -2395.89694 hartree
highest occupied orbital energy: 0.06244 Eh
net charge: -2
HOMO-LUMO gap: 2.58 eV



[6]
This record from the OMol25 dataset describes a cluster of 2 separate species, C8H18FN in total in a non-equilibrium geometry. The level of theory is ωB97M-V/def2-TZVPD.

```
28
Properties=species:S:1:pos:R:3:forces:R:3
C 1.791 1.037 -0.310 1.12 -0.17 0.22
C 2.009 -1.450 0.134 2.08 1.29 2.21
C 1.168 0.053 1.945 2.04 0.05 -0.06
C -0.444 -0.860 -1.916 0.33 -1.29 0.20
C -2.046 0.518 1.176 -1.30 -0.90 3.08
C -2.200 1.102 -1.051 -1.87 0.62 -1.57
C 1.250 -0.152 0.418 -1.97 -1.84 -0.35
C -0.590 -0.589 -0.391 3.61 0.20 0.47
N -1.483 0.381 -0.088 0.48 0.78 -0.29
F -0.880 -1.752 0.327 -0.04 -0.26 -0.50
H 1.485 2.025 -0.050 -0.77 0.53 0.73
H 1.632 0.962 -1.339 -0.66 -0.29 -1.93
H 2.880 1.101 -0.305 0.37 -0.26 0.58
H 1.483 -2.370 0.261 -0.53 -0.43 0.34
H 2.944 -1.432 0.813 -1.43 -0.35 -0.35
H 2.545 -1.481 -0.760 0.23 0.12 -2.19
H 0.717 1.011 2.116 -0.56 0.26 0.66
H 2.163 0.012 2.580 -1.05 0.61 -1.94
H 0.751 -0.785 2.442 -1.50 -0.65 0.28
H -0.235 0.071 -2.468 0.17 -0.51 0.35
H 0.482 -1.535 -2.030 -1.72 0.75 -0.08
H -1.426 -1.304 -2.389 2.00 0.56 1.09
H -1.971 1.551 1.641 -0.59 -0.81 -0.99
H -3.104 0.083 1.068 0.86 1.21 0.73
H -1.590 -0.107 1.983 -0.03 0.21 -1.05
H -2.338 2.138 -0.661 0.56 -0.30 -0.80
H -1.670 1.003 -2.065 -1.48 0.81 1.63
H -3.323 0.770 -1.081 1.65 0.06 -0.45
```
Forces are in eV/Å.

Values from the calculation:
lowest unoccupied orbital energy: 0.8 eV
calculated total energy: -470.11575 hartree
highest occupied orbital energy: -0.27722 Eh
HOMO-LUMO gap: 8.38 eV